w:
# C20H31N5O4

One molecule with the formula C20H31N5O4 (the ωB97M-V functional and the def2-TZVPD basis, the OMol25 dataset).

```
! wB97M-V def2-TZVPD RIJCOSX def2/J DEFGRID3
* xyz 0 1
C -3.02106 -0.46715 0.37873
C -2.24883 -1.71541 0.79584
C -2.75725 -2.93240 0.02255
C -2.38004 -1.97002 2.30903
N -1.35153 -1.32688 3.10326
N -0.02174 -1.71332 2.92768
C 0.75138 -0.68300 3.44078
C 2.24096 -0.82763 3.52813
C 2.84911 0.56924 3.52529
O 3.10470 1.17937 4.54462
N 3.00277 1.10327 2.29171
C 2.44785 0.68844 0.99256
C 2.46789 2.16617 0.55016
C 1.13369 2.76546 0.11974
N 0.92448 2.78164 -1.32547
C 1.05173 4.06259 -2.00150
C 0.63407 1.60632 -1.92709
O 0.65024 0.56211 -1.27456
C 0.30543 1.65606 -3.40694
C -0.22353 0.40672 -4.11240
O -0.71400 0.53103 -5.22095
N -0.07960 -0.77105 -3.48156
C -0.47279 -1.99697 -4.09929
C -0.46882 -3.21942 -3.24152
C -1.77609 -2.63204 -3.70973
C 2.96273 2.53250 1.97357
C -0.02004 0.37314 3.75386
C -1.40828 0.00682 3.49197
O -2.43684 0.65814 3.55369
H -4.08698 -0.60277 0.57838
H -2.69502 0.41388 0.93049
H -2.89553 -0.26737 -0.68670
H -1.18635 -1.57698 0.57316
H -3.79350 -3.15068 0.29592
H -2.73330 -2.75675 -1.05366
H -2.16083 -3.82279 0.23573
H -3.32936 -1.59229 2.68822
H -2.34017 -3.04115 2.52005
H 0.17058 -2.63530 3.30436
H 2.53265 -1.33532 4.44818
H 2.59753 -1.40940 2.67590
H 3.08896 0.01198 0.42756
H 1.44274 0.27216 1.05763
H 3.22270 2.36580 -0.21121
H 0.31376 2.22203 0.59380
H 1.07113 3.80449 0.45044
H 1.18513 3.93703 -3.06921
H 0.17695 4.69414 -1.82838
H 1.93288 4.57809 -1.61794
H -0.42746 2.43953 -3.59857
H 1.20359 1.94511 -3.95967
H 0.31867 -0.74973 -2.55111
H -0.16396 -2.07847 -5.13218
H -0.12966 -4.14935 -3.67441
H -0.20638 -3.08724 -2.19976
H -2.37911 -2.10355 -2.98356
H -2.33178 -3.15757 -4.47346
H 2.22957 3.06483 2.58681
H 3.92053 3.04469 2.04257
H 0.30543 1.32921 4.12847
*
```

Properties
gap between HOMO and LUMO	9.03	eV
SMILES	CC(C)Cn1[nH]c(CC(=O)N2CC(CN(C)C(=O)CC(=O)NC3CC3)C2)cc1=O

Want to see where the charge sits? The Mulliken charges in e are:
1. C -1.5349
2. C 1.8311
3. C -1.4032
4. C -1.4243
5. N 0.2712
6. N -0.1663
7. C 0.0225
8. C -0.8425
9. C 0.4906
10. O -0.6366
11. N 0.1519
12. C -0.2039
13. C 0.5288
14. C -1.6340
15. N 0.2188
16. C -1.1248
17. C 0.9553
18. O -0.7091
19. C -0.8078
20. C 0.1502
21. O -0.6761
22. N 0.0836
23. C -0.1135
24. C -0.6311
25. C -0.3495
26. C -1.0455
27. C -0.2122
28. C 0.1382
29. O -0.7034
30. H 0.4033
31. H 0.3507
32. H 0.3639
33. H -0.3290
34. H 0.3968
35. H 0.0045
36. H 0.4399
37. H 0.3750
38. H 0.3624
39. H 0.2944
40. H 0.4260
41. H 0.3879
42. H 0.0786
43. H -0.1501
44. H 0.5700
45. H 0.4465
46. H 0.5422
47. H 0.4081
48. H 0.3040
49. H 0.3922
50. H 0.4372
51. H 0.3587
52. H 0.2060
53. H 0.3779
54. H 0.2747
55. H 0.1352
56. H 0.0605
57. H 0.2553
58. H 0.3367
59. H 0.3016
60. H 0.5654

x:
# C20H31N5O4

One molecule with the formula C20H31N5O4 (the ωB97M-V functional and the def2-TZVPD basis, the OMol25 dataset).

```
! wB97M-V def2-TZVPD RIJCOSX def2/J DEFGRID3
* xyz 0 1
C 3.33968 -6.49439 -3.74953
C 2.42840 -5.32957 -3.38148
C 2.00938 -4.55326 -4.62538
C 3.09849 -4.36261 -2.40421
N 3.49972 -4.93925 -1.13315
N 2.51831 -5.62104 -0.39334
C 3.19476 -6.53707 0.40043
C 2.44395 -7.28295 1.45862
C 3.15034 -8.60670 1.70406
O 3.93489 -8.77226 2.62115
N 2.90558 -9.54628 0.77492
C 2.07446 -9.59817 -0.42827
C 2.74777 -10.95667 -0.76700
C 3.58437 -10.97581 -2.03780
N 2.82978 -11.39719 -3.21237
C 2.91005 -12.81131 -3.52961
C 2.11103 -10.47257 -3.89222
O 2.05980 -9.31163 -3.48837
C 1.41206 -10.94118 -5.15736
C 0.67204 -9.94540 -6.04845
O 0.37855 -10.29441 -7.17909
N 0.29611 -8.77741 -5.49614
C -0.39514 -7.78515 -6.26126
C -0.68792 -6.48316 -5.59674
C 0.32623 -6.55237 -6.71700
C 3.57072 -10.81769 0.54024
C 4.49075 -6.60038 0.05323
C 4.71989 -5.60659 -0.98869
O 5.71374 -5.36208 -1.64610
H 4.29008 -6.13311 -4.14757
H 3.56362 -7.13229 -2.89361
H 2.86404 -7.11614 -4.50884
H 1.52993 -5.72889 -2.89681
H 2.88626 -4.14184 -5.13254
H 1.49284 -5.20296 -5.33376
H 1.34337 -3.72338 -4.37952
H 4.01650 -3.96421 -2.83948
H 2.43278 -3.51927 -2.20094
H 1.89047 -4.98839 0.08898
H 2.44418 -6.72738 2.39667
H 1.41275 -7.44067 1.13468
H 1.00410 -9.65521 -0.21830
H 2.26521 -8.80111 -1.14838
H 2.05994 -11.80177 -0.76288
H 4.00461 -9.98646 -2.21924
H 4.41227 -11.67970 -1.92178
H 2.24197 -13.08141 -4.33780
H 3.92851 -13.08202 -3.81818
H 2.63339 -13.40467 -2.65498
H 2.12794 -11.44259 -5.80793
H 0.66617 -11.69650 -4.89434
H 0.74120 -8.53528 -4.61638
H -1.13025 -8.20974 -6.92868
H -1.64098 -6.00954 -5.78290
H -0.30254 -6.35225 -4.59307
H 1.36941 -6.46888 -6.44384
H 0.06184 -6.13186 -7.67666
H 4.65266 -10.73295 0.41015
H 3.37026 -11.56143 1.31318
H 5.24258 -7.26065 0.45122
*
```

Properties
gap between HOMO and LUMO	8.91	eV
SMILES	CC(C)Cn1[nH]c(CC(=O)N2CC(CN(C)C(=O)CC(=O)NC3CC3)C2)cc1=O

Want to see where the charge sits? The Mulliken charges in e are:
1. C -0.8861
2. C 1.7170
3. C -1.5227
4. C -1.6400
5. N 0.2276
6. N -0.1760
7. C 0.1173
8. C -0.8300
9. C 0.5247
10. O -0.6604
11. N 0.2866
12. C -0.2864
13. C 0.6441
14. C -1.6455
15. N 0.1653
16. C -1.0941
17. C 0.9726
18. O -0.6154
19. C -0.7807
20. C 0.1559
21. O -0.6675
22. N -0.0186
23. C -0.0588
24. C -0.4717
25. C -0.6283
26. C -1.1538
27. C -0.1490
28. C 0.1174
29. O -0.7001
30. H 0.3776
31. H -0.1548
32. H 0.2948
33. H 0.0329
34. H 0.4136
35. H -0.0977
36. H 0.4076
37. H 0.4577
38. H 0.3134
39. H 0.2750
40. H 0.3972
41. H 0.3519
42. H -0.0307
43. H -0.0999
44. H 0.5201
45. H 0.4177
46. H 0.5422
47. H 0.4457
48. H 0.3058
49. H 0.3319
50. H 0.4541
51. H 0.3992
52. H 0.1564
53. H 0.4915
54. H 0.2622
55. H 0.0676
56. H 0.2797
57. H 0.2155
58. H 0.3636
59. H 0.2942
60. H 0.5711

How do the energies compare? Relative to the most stable structure, in hartree: w 0.0000; x 0.0034.

w:
# C3H10O3

A 3-piece molecular cluster, C3H10O3 overall (the ωB97M-V functional and the def2-TZVPD basis, the OMol25 dataset).

```
! wB97M-V def2-TZVPD RIJCOSX def2/J DEFGRID3
* xyz 0 1
C -0.07018 -1.64228 -1.06788
C 0.59900 -1.44181 0.05775
C 0.08948 -1.78434 1.38652
O 1.65346 -0.52427 0.05759
H 0.27438 -1.13612 -1.95784
H -0.83241 -2.40466 -1.09802
H -0.39910 -0.89012 1.78538
H -0.62860 -2.60013 1.31105
H 0.91030 -2.06197 2.01091
H 2.28484 -0.97116 -0.51558
O 2.29812 0.92788 2.75277
H 1.66354 0.53184 2.13862
H 1.91756 0.70131 3.60511
O -3.09372 4.75742 -3.64710
H -3.48702 4.00732 -4.10409
H -3.17965 4.53108 -2.71518
*
```

Properties
gap between HOMO and LUMO	10.22	eV
SMILES	C=C(C)O.O.O

Want to see where the charge sits? The Mulliken charges in e are:
1. C -0.8924
2. C 0.6976
3. C -1.1217
4. O -0.4916
5. H 0.3091
6. H 0.2613
7. H 0.2569
8. H 0.3671
9. H 0.3088
10. H 0.3288
11. O -0.6431
12. H 0.3087
13. H 0.3104
14. O -0.6390
15. H 0.3189
16. H 0.3201

x:
# C3H10O3

A 2-piece molecular cluster, C3H10O3 overall (the ωB97M-V functional and the def2-TZVPD basis, the OMol25 dataset).

```
! wB97M-V def2-TZVPD RIJCOSX def2/J DEFGRID3
* xyz 0 1
O -1.10387 0.39577 0.65752
C 0.27469 0.12954 0.53485
C 0.55375 -1.14617 -0.29010
C -0.62650 -1.79513 -0.95814
O -0.14155 -2.81832 -1.85941
H -1.57950 1.22787 0.61420
H 0.82478 0.92737 -0.01910
H 0.61434 -0.03659 1.54126
H 1.25740 -0.78841 -1.07953
H 1.08125 -1.81912 0.40085
H -1.19210 -2.26639 -0.12668
H -1.28395 -1.19450 -1.57891
H 0.48628 -3.32832 -1.34152
O 0.18110 4.04524 0.80544
H 0.13194 4.93305 1.15264
H 0.52193 3.53412 1.54661
*
```

Properties
gap between HOMO and LUMO	10.53	eV
SMILES	OCCCO.O

Want to see where the charge sits? The Mulliken charges in e are:
1. O -0.5419
2. C -0.2561
3. C -0.5331
4. C -0.2781
5. O -0.5325
6. H 0.3063
7. H 0.2197
8. H 0.2351
9. H 0.2386
10. H 0.3072
11. H 0.2294
12. H 0.3037
13. H 0.2991
14. O -0.6189
15. H 0.3008
16. H 0.3205

How do the energies compare? Relative to the most stable structure, in hartree: w 0.0000; x 0.0097.